DFT (ωB97M-V/def2-TZVPD) results for a cluster of 2 separate species, C2H2ClO2 in total in a non-equilibrium geometry.

Structure (ORCA input):
```
! RIJCOSX wB97M-V def2-TZVPD def2/J DEFGRID3
* xyz 1 1
C -1.618 0.767 0.187
C 2.314 -1.009 -0.157
O -0.675 0.109 -0.066
O 3.118 -0.381 0.319
Cl 1.227 -1.715 -0.919
H -1.907 1.426 1.056
H -2.460 0.803 -0.421
*
```

Output
HOMO-LUMO gap	8.3	eV
HOMO	-14.23	eV
strongest force on any atom	3.5	eV/Å
LUMO level	-5.977	eV
energy above the lowest of the compared OMol25 structures with the same formula, charge and spin	93.5	kJ/mol
energy	-687.692241	Eh

DFT (ωB97M-V/def2-TZVPD) results for the ion C6H12O with charge +1 in a non-equilibrium geometry.

Structure (ORCA input):
```
! RIJCOSX wB97M-V def2-TZVPD def2/J DEFGRID3
* xyz 1 2
C 0.813 2.210 0.102
O 1.149 2.935 -1.056
C -0.416 1.324 0.073
C -0.495 0.263 -1.125
C -0.645 -1.076 -0.570
C 0.051 -1.545 0.528
C -0.104 -2.897 1.150
H 0.621 3.008 0.844
H 1.637 1.663 0.569
H 1.278 2.297 -1.759
H -1.216 2.029 -0.190
H -0.609 0.975 1.080
H 0.333 0.491 -1.816
H -1.397 0.552 -1.642
H -1.504 -1.596 -0.978
H 0.930 -0.999 0.885
H -1.149 -3.095 1.410
H 0.235 -3.662 0.441
H 0.488 -2.878 2.057
*
```

Output
HOMO-LUMO gap (alpha / beta)	9.3 / 5.7	eV
HOMO (alpha / beta)	-14.24 / -14.22	eV
strongest force on any atom	2.1	eV/Å
LUMO level (alpha / beta)	-4.894 / -8.537	eV
⟨S²⟩	0.753
energy above the lowest of the compared OMol25 structures with the same formula, charge and spin	127.2	kJ/mol
energy	-310.668837	Eh

DFT (ωB97M-V/def2-TZVPD) results for a structure of composition C3H9NO3 in a non-equilibrium geometry.

Structure (ORCA input):
```
! RIJCOSX wB97M-V def2-TZVPD def2/J DEFGRID3
* xyz 0 1
O -1.913 -0.106 0.382
C -0.835 -0.848 0.009
O -1.000 -1.825 -0.769
C 0.196 0.211 -0.802
C 1.464 -0.570 -1.146
N 0.456 1.334 -0.054
H -0.275 -1.131 0.915
H -0.303 0.457 -1.745
H 2.160 0.061 -1.697
H 1.155 -1.464 -1.714
H 1.925 -0.976 -0.238
H -0.083 2.136 -0.364
H 0.176 1.128 0.977
H -0.854 0.862 2.903
H -1.627 0.243 1.296
O -0.640 0.487 2.046
*
```

Output
HOMO-LUMO gap	6.8	eV
HOMO	-9.88	eV
strongest force on any atom	6.4	eV/Å
LUMO level	-3.122	eV
energy above the lowest of the compared OMol25 structures with the same formula, charge and spin	604.6	kJ/mol
energy	-399.991197	Eh

DFT (ωB97M-V/def2-TZVPD) results for a cluster of 2 separate species, C3H5ClN2 in total in a non-equilibrium geometry.

Structure (ORCA input):
```
! RIJCOSX wB97M-V def2-TZVPD def2/J DEFGRID3
* xyz 0 1
C -2.256 -2.253 -0.595
C 0.641 3.202 -1.123
C -2.370 -0.958 -0.765
N 0.310 2.146 -0.509
N 0.038 1.343 0.253
Cl -1.471 -0.174 -1.958
H -2.641 -2.774 0.283
H -1.567 -2.790 -1.257
H -0.074 4.082 -0.973
H 1.378 3.369 -1.850
H -3.127 -0.401 -0.297
*
```

Output
HOMO-LUMO gap	9.3	eV
HOMO	-8.52	eV
strongest force on any atom	4.1	eV/Å
LUMO level	0.818	eV
energy above the lowest of the compared OMol25 structures with the same formula, charge and spin	263.8	kJ/mol
energy	-686.895466	Eh